Computed, not measured: C4H7NO in the gas phase, with ωB97M-V with the def2-TZVPD basis set.

Structure (XYZ):
```
13
Properties=species:S:1:pos:R:3
C 0.978 -1.299 -0.452
C 1.007 0.170 -0.051
O 0.182 0.459 1.074
C -1.185 0.457 0.788
C -1.564 1.515 -0.181
N -1.821 2.327 -0.963
H -0.044 -1.688 -0.524
H 1.437 -1.430 -1.436
H 1.519 -1.918 0.269
H 0.719 0.818 -0.891
H 2.013 0.465 0.258
H -1.711 0.629 1.731
H -1.530 -0.504 0.379
```

Kohn-Sham gap   11.67 eV
E_LUMO   0.8536 eV
E_HOMO   -0.39744 Ha
Charge   0



Computed, not measured: 6 unconnected molecules or ions with the total composition C54H114N6O6, with ωB97M-V with the def2-TZVPD basis set.

Structure (XYZ):
```
180
Properties=species:S:1:pos:R:3
C -1.135 0.018 -1.427
C -0.168 -0.182 -0.278
C -0.886 0.426 0.934
C -0.287 0.129 2.324
C -0.187 -1.415 2.409
C 0.578 -2.026 1.227
N -0.086 -1.627 0.002
O 0.515 -2.272 -1.114
C 2.065 -1.642 1.351
C 0.523 -3.558 1.341
C 1.116 0.568 -0.614
H -2.080 -0.507 -1.272
H -0.656 -0.400 -2.319
H -1.380 1.058 -1.631
H -0.971 1.517 0.847
H -1.957 0.193 0.931
H -0.961 0.557 3.066
H 0.654 0.682 2.406
H -1.261 -1.625 2.409
H 0.219 -1.704 3.379
H 2.141 -0.556 1.391
H 2.530 -2.082 2.232
H 2.636 -1.989 0.488
H 1.130 -4.094 0.618
H 0.735 -3.934 2.347
H -0.527 -3.867 1.258
H 0.970 1.324 -1.387
H 1.900 -0.118 -0.940
H 1.532 1.135 0.224
H -0.251 -2.678 -1.538
C 0.314 4.336 0.970
C -0.270 5.706 0.584
C 0.500 6.241 -0.647
C 0.026 5.585 -1.948
C -1.497 5.696 -2.042
C -2.260 5.026 -0.905
N -1.717 5.683 0.288
O -2.458 5.386 1.451
C -3.739 5.341 -1.094
C -2.087 3.487 -0.895
C 0.032 6.698 1.723
H 1.352 4.478 1.284
H 0.510 3.652 0.134
H -0.280 3.760 1.681
H 0.115 7.263 -0.733
H 1.584 6.188 -0.569
H 0.310 4.527 -2.000
H 0.496 6.038 -2.823
H -1.717 5.187 -2.988
H -1.759 6.752 -2.113
H -3.862 6.430 -1.117
H -4.160 4.980 -2.033
H -4.423 5.029 -0.303
H -1.051 3.229 -1.099
H -2.474 3.107 0.053
H -2.692 3.035 -1.683
H -0.413 6.418 2.678
H -0.479 7.630 1.458
H 1.085 6.947 1.829
H -2.524 4.415 1.492
C -3.542 -2.667 0.064
C -3.887 -3.992 -0.657
C -5.408 -4.039 -0.684
C -5.996 -3.097 -1.768
C -5.456 -3.602 -3.107
C -3.923 -3.513 -3.179
N -3.323 -4.101 -1.994
O -1.922 -4.013 -1.944
C -3.568 -4.411 -4.410
C -3.461 -2.095 -3.486
C -3.418 -5.109 0.276
H -3.875 -1.845 -0.576
H -2.461 -2.534 0.176
H -3.976 -2.573 1.058
H -5.826 -5.014 -0.958
H -5.939 -3.770 0.231
H -5.856 -2.032 -1.574
H -7.087 -3.174 -1.721
H -5.912 -2.926 -3.839
H -5.829 -4.592 -3.367
H -3.797 -5.434 -4.110
H -4.089 -4.151 -5.327
H -2.489 -4.340 -4.572
H -3.703 -1.364 -2.710
H -2.367 -2.081 -3.439
H -3.773 -1.759 -4.473
H -3.847 -4.918 1.259
H -2.346 -5.266 0.393
H -3.800 -6.060 -0.115
H -1.606 -4.829 -2.351
C 3.957 3.526 -0.232
C 4.413 3.565 -1.709
C 3.268 2.928 -2.506
C 3.450 3.205 -4.000
C 3.407 4.725 -4.177
C 4.593 5.452 -3.438
N 4.609 4.951 -2.075
O 5.655 5.554 -1.289
C 5.878 5.246 -4.254
C 4.188 6.947 -3.312
C 5.663 2.685 -1.920
H 3.352 4.398 0.014
H 4.866 3.629 0.370
H 3.491 2.574 0.010
H 3.179 1.865 -2.290
H 2.324 3.415 -2.239
H 2.662 2.717 -4.577
H 4.396 2.833 -4.392
H 2.501 5.172 -3.768
H 3.582 5.098 -5.189
H 5.924 5.945 -5.084
H 6.697 5.397 -3.543
H 6.024 4.216 -4.577
H 4.720 7.425 -2.498
H 4.361 7.463 -4.263
H 3.104 7.048 -3.232
H 5.618 1.613 -1.723
H 6.505 3.028 -1.309
H 6.067 2.780 -2.930
H 5.105 5.988 -0.626
C 5.817 -5.867 2.188
C 5.289 -5.679 0.753
C 6.439 -5.157 -0.136
C 7.384 -6.258 -0.600
C 6.558 -7.297 -1.331
C 5.457 -7.905 -0.412
N 4.633 -6.837 0.139
O 3.544 -7.309 0.898
C 4.578 -8.833 -1.286
C 6.075 -8.796 0.701
C 4.282 -4.522 0.824
H 6.253 -4.988 2.652
H 6.438 -6.761 2.231
H 4.930 -6.149 2.768
H 6.145 -4.631 -1.050
H 6.983 -4.400 0.435
H 7.879 -6.720 0.259
H 8.175 -5.846 -1.229
H 7.134 -8.201 -1.549
H 6.126 -6.936 -2.264
H 3.740 -9.341 -0.808
H 4.137 -8.269 -2.108
H 5.259 -9.617 -1.621
H 5.290 -9.020 1.426
H 6.296 -9.782 0.275
H 7.008 -8.506 1.179
H 4.709 -3.605 1.228
H 3.485 -4.765 1.536
H 3.803 -4.407 -0.150
H 2.786 -6.870 0.495
C -2.931 1.170 5.644
C -4.188 1.004 4.770
C -5.356 0.967 5.761
C -6.718 1.229 5.107
C -6.560 2.634 4.519
C -5.558 2.632 3.330
N -4.261 2.171 3.896
O -3.187 2.347 3.010
C -6.028 1.695 2.246
C -5.514 4.047 2.767
C -4.065 -0.288 3.927
H -2.747 0.370 6.361
H -2.953 2.106 6.208
H -2.043 1.268 5.012
H -5.320 -0.011 6.249
H -5.255 1.711 6.551
H -7.507 1.217 5.862
H -6.982 0.446 4.397
H -6.075 3.215 5.305
H -7.498 3.075 4.183
H -7.006 1.961 1.824
H -5.323 1.650 1.413
H -6.246 0.674 2.560
H -5.078 4.838 3.372
H -4.957 4.046 1.820
H -6.501 4.262 2.354
H -3.551 -0.101 2.984
H -4.990 -0.850 3.781
H -3.441 -1.058 4.399
H -2.789 3.172 3.315
```

Kohn-Sham gap   8.71 eV
E_LUMO   0.4561 eV
E_HOMO   -0.30341 Ha
Charge   0



Computed, not measured: 2 unconnected molecules or ions with the total composition C2H3BrN2O4, with ωB97M-V with the def2-TZVPD basis set.

Structure (XYZ):
```
12
Properties=species:S:1:pos:R:3
C 1.870 -0.248 0.197
C -1.116 -0.290 -0.187
N -0.940 0.315 -1.422
N -0.858 0.429 1.168
O -1.521 -0.323 -2.299
O -0.386 1.388 -1.494
O 0.043 1.242 1.173
O -1.331 -0.068 2.110
Br -2.052 -1.810 0.083
H 2.284 -0.224 -0.879
H 2.022 0.700 0.768
H 1.986 -1.110 0.781
```

Kohn-Sham gap (alpha / beta)   6.23 / 9.62 eV
E_LUMO (alpha / beta)   -3.1727 / -0.6944 eV
E_HOMO (alpha / beta)   -0.34546 / -0.37906 Ha
Charge   0



Computed, not measured: 2 unconnected molecules or ions with the total composition C6H15N2O2, with ωB97M-V with the def2-TZVPD basis set.

Structure (XYZ):
```
25
Properties=species:S:1:pos:R:3
C 2.607 0.190 0.212
C 1.809 1.302 -0.453
C 1.852 -1.118 0.052
C 0.365 1.347 -0.076
C 0.310 -0.935 0.490
C -2.372 -0.070 0.035
N -2.601 -1.102 -0.786
N -0.261 0.075 -0.349
O -2.225 -0.303 1.296
O -2.843 1.130 -0.184
H 3.638 0.246 -0.259
H 2.587 0.376 1.291
H 2.210 2.231 -0.128
H 1.742 1.247 -1.527
H 1.784 -1.382 -1.048
H 2.419 -1.786 0.628
H 0.152 1.331 1.001
H -0.091 2.251 -0.518
H -0.108 -1.949 0.395
H 0.250 -0.523 1.473
H -2.491 -2.018 -0.528
H -3.386 -1.066 -1.491
H -0.434 -0.077 -1.306
H -2.298 -1.318 1.471
H -2.615 1.920 0.310
```

Kohn-Sham gap   9.74 eV
E_LUMO   -3.3635 eV
E_HOMO   -0.48155 Ha
Charge   +1



Computed, not measured: C3H6N2 in the gas phase, with ωB97M-V with the def2-TZVPD basis set.

Structure (XYZ):
```
11
Properties=species:S:1:pos:R:3
C 1.968 0.035 -0.035
C -1.375 -0.683 0.074
C -0.906 0.725 0.000
H 1.906 1.068 -0.386
H 2.929 -0.306 0.291
H -1.222 -1.235 1.020
H -2.253 -1.001 -0.476
H -1.384 1.434 -0.635
H -0.465 1.112 0.934
N 0.995 -0.796 -0.098
N -0.192 -0.351 -0.690
```

Kohn-Sham gap   10.45 eV
E_LUMO   1.2081 eV
E_HOMO   -0.33957 Ha
Charge   0



Computed, not measured: 2 unconnected molecules or ions with the total composition C4H11NO2, with ωB97M-V with the def2-TZVPD basis set.

Structure (XYZ):
```
18
Properties=species:S:1:pos:R:3
O -0.026 -1.852 -1.807
C -0.481 -1.220 -0.857
C -0.884 0.208 -0.979
N 0.019 0.930 -1.962
H -0.756 -1.706 0.089
H -1.925 0.411 -1.312
H -0.696 0.700 0.076
H 0.141 1.897 -1.645
H 0.999 0.589 -1.958
H -0.335 0.835 -2.933
C 0.302 0.226 2.334
O -0.835 0.252 1.565
C 1.532 0.870 1.658
H 0.573 -0.820 2.603
H 0.164 0.798 3.282
H 2.458 0.790 2.240
H 1.373 1.950 1.500
H 1.746 0.408 0.676
```

⟨S²⟩   0.751
Kohn-Sham gap (alpha / beta)   4.49 / 7.37 eV
E_LUMO (alpha / beta)   4.1827 / 3.9048 eV
E_HOMO (alpha / beta)   -0.01119 / -0.12739 Ha
Multiplicity   2
Charge   -1



Result set for calculated total energy: -286.573896; -2905.592891; -3062.105995; -497.319526; -227.321115; -364.106927 Ha, one per record in the order listed.
Result set for ΔE to the lowest compared entry with this formula, charge and spin: 151.62; 194.45; 406.69; 286.02; 272.31; 345.83 kJ/mol, one per record in the order listed.